243
Properties=species:S:1:pos:R:3:forces:R:3:mulliken_charge:R:1 method="wB97M-V/def2-TZVPD" e_lumo_ev=-3.21 e_tot_ha=-7154.4406 largest_force_ha_per_bohr=0.07495 total_charge=+2 orbital_gap_ev=7.13
C -8.89638 -6.07427 7.88838 -0.3 -0.2 0.6 -1.4268
C -8.33568 -7.41595 8.34689 0.8 0.4 -0.9 -0.0975
N -9.22035 -8.62933 8.15415 -0.8 0.3 0.8 0.8404
C -9.27061 -9.01122 6.70818 0.2 -0.2 0.0 -1.4845
C -8.64890 -9.75136 9.02530 -0.7 -0.8 -0.8 0.0175
C -9.35373 -11.08454 8.74619 0.5 -0.3 0.3 -1.0728
C -10.67202 -8.36250 8.55767 0.7 0.9 0.4 -0.9365
C -10.83892 -7.97772 10.01774 -1.7 -0.1 0.5 -0.9286
O -9.97691 -7.01696 10.53256 1.2 -0.1 0.0 -0.2250
C -10.20908 -6.71010 11.89502 -0.1 0.9 0.2 -0.8879
H -9.82913 -5.80007 8.37716 0.0 -0.1 0.0 0.2339
H -9.03906 -6.02621 6.81093 0.2 0.1 0.0 0.3408
H -8.18283 -5.32412 8.22920 0.1 0.1 -0.3 0.4619
H -7.91304 -7.38150 9.34649 -0.7 -0.1 0.3 -0.1509
H -7.45008 -7.58618 7.72660 -0.1 -0.4 -0.2 0.6367
H -10.12646 -9.66246 6.56473 0.3 -0.2 -0.2 0.5619
H -8.34029 -9.51628 6.46300 -0.1 -0.1 -0.2 0.4115
H -9.40654 -8.14537 6.06386 0.1 0.2 0.3 0.3796
H -8.77909 -9.48951 10.07261 0.1 0.3 -0.1 0.3493
H -7.58435 -9.80405 8.80091 0.0 0.1 -0.1 0.1306
H -8.87295 -11.88233 9.31827 0.1 0.3 0.2 0.1243
H -9.28140 -11.43648 7.71697 -0.2 0.3 -0.1 0.1195
H -10.38445 -11.06974 9.09602 -0.1 0.0 -0.2 0.4864
H -11.29390 -9.23651 8.38243 0.4 -0.2 -0.1 0.4976
H -11.06700 -7.58496 7.90592 0.3 0.0 -0.1 0.6944
H -10.88547 -8.89055 10.62630 0.3 0.1 0.2 0.4142
H -11.84747 -7.54085 10.08831 -0.2 -0.4 -0.1 0.5874
H -9.45400 -6.00275 12.23954 0.3 -0.2 -0.3 0.2943
H -10.17612 -7.56997 12.56496 -0.2 -0.2 -0.2 0.3441
H -11.12876 -6.12802 12.00123 -0.4 -0.5 0.0 0.3367
C 2.92526 -16.47223 4.31038 0.0 -0.3 0.0 -1.4532
C 1.70682 -15.53951 4.34727 1.0 -1.0 -0.5 0.0228
N 0.61444 -15.93184 3.34843 -0.2 0.1 -0.6 0.3903
C 1.17007 -15.92424 1.92279 -0.3 -0.2 1.3 -0.9517
C 0.10897 -17.34469 3.57534 -0.8 -0.5 0.2 -1.2914
C -0.43060 -17.66626 4.98420 1.0 -0.2 -0.6 0.2838
C -0.47116 -14.91045 3.59758 -1.5 0.0 0.7 -0.1792
C -1.85507 -15.12135 2.97443 1.1 -1.6 -0.7 -0.4447
O -1.64471 -15.18254 1.56866 -0.1 0.2 0.0 -0.4118
C -2.72164 -15.83945 0.92073 -1.0 0.2 0.6 -0.6730
H 3.56916 -16.49814 3.42982 -0.4 0.5 -0.3 0.3509
H 2.62236 -17.51169 4.44372 0.1 0.0 0.4 0.2986
H 3.61225 -16.17088 5.10125 -0.2 -0.1 0.3 0.4277
H 2.03918 -14.52040 4.16051 -0.4 0.1 -0.3 0.5001
H 1.27486 -15.57053 5.34407 -0.2 0.0 -0.1 0.1280
H 0.41312 -16.28220 1.23407 -0.1 0.3 0.1 0.3056
H 1.97209 -16.65436 1.98051 0.3 0.4 -0.4 0.4755
H 1.47198 -14.90004 1.72850 0.2 -0.1 -0.3 0.2981
H 0.87350 -18.03861 3.22917 0.3 0.2 0.4 0.7500
H -0.70015 -17.55544 2.87393 0.0 0.7 -0.2 0.4796
H 0.37173 -18.07079 5.60435 0.1 0.5 0.3 0.3942
H -1.13665 -18.49242 4.90724 -0.3 0.3 -0.2 -0.1568
H -0.89241 -16.78654 5.42524 -0.1 -0.3 0.3 -0.2518
H -0.16806 -13.89788 3.34151 0.7 -0.2 0.0 0.7283
H -0.61843 -14.99830 4.67346 0.0 0.6 -0.1 -0.2497
H -2.58684 -14.38947 3.32318 0.3 0.5 -0.2 0.6725
H -2.26784 -16.08798 3.28967 0.0 -0.1 0.2 -0.3181
H -2.63191 -15.85091 -0.16184 0.5 0.1 0.1 0.3192
H -3.64218 -15.30127 1.17713 -0.1 0.0 -0.2 0.3385
H -2.85233 -16.85096 1.31826 0.1 -0.1 -0.2 0.2116
C -4.16187 -19.65332 12.96677 1.7 0.5 0.1 -0.4649
C -3.35357 -18.89305 14.04395 -0.9 -0.3 -0.4 -1.0166
N -4.01984 -17.63799 14.58647 0.5 0.6 1.1 0.5312
C -5.09380 -18.11724 15.55940 -0.5 0.4 -1.4 -1.0804
C -3.00808 -16.81864 15.38943 -0.3 0.3 0.6 -0.1551
C -3.63235 -15.84118 16.39266 0.6 0.5 -0.5 -1.3426
C -4.62526 -16.75842 13.50069 -0.4 0.0 0.1 -0.7185
C -3.65688 -15.99177 12.61128 0.8 0.3 -0.8 0.7302
O -2.68938 -16.84316 12.02525 0.2 -1.2 0.9 0.1043
C -1.60158 -16.18776 11.42895 0.0 0.6 -0.3 -0.9102
H -4.22796 -19.02948 12.07721 -0.9 0.0 0.1 -0.0074
H -5.04170 -20.16399 13.34271 -0.3 0.4 -0.3 0.5048
H -3.46542 -20.41884 12.61120 -0.1 -0.3 0.3 0.3404
H -2.39872 -18.57555 13.63730 0.1 -0.2 0.2 0.3931
H -3.30769 -19.56768 14.89620 0.7 0.2 0.1 0.5212
H -4.67838 -18.67535 16.39367 0.3 0.0 -0.2 0.3985
H -5.72622 -18.73146 14.91991 -0.4 -0.1 0.4 0.4033
H -5.66297 -17.27157 15.93396 0.0 0.0 -0.1 0.4287
H -2.41243 -16.22622 14.70117 0.3 -0.6 -0.1 0.2351
H -2.41952 -17.51781 15.98058 0.3 -0.2 -0.4 0.4926
H -3.99754 -16.36296 17.27215 -0.5 0.3 -0.1 0.3732
H -4.28611 -15.11452 15.90510 -0.7 -0.5 0.2 0.2851
H -2.86741 -15.14234 16.74246 0.4 -0.5 0.1 0.4527
H -5.22100 -16.00538 14.01762 -0.2 -0.1 -0.1 0.3035
H -5.27461 -17.43338 12.94972 -0.2 0.3 -0.1 -0.4424
H -3.19216 -15.14418 13.13178 0.2 -0.2 0.4 0.4945
H -4.09714 -15.48954 11.74120 -1.1 -0.1 0.5 -0.7573
H -1.99479 -15.33866 10.85726 0.4 0.0 -0.3 0.2673
H -1.07756 -16.88672 10.77858 -0.2 0.0 -0.1 0.2315
H -0.84670 -15.82382 12.13581 -0.3 0.1 0.3 0.2817
C -3.50014 -23.28034 7.02350 0.0 0.3 0.7 -1.1062
C -3.00228 -22.73423 8.37855 -0.2 0.6 -0.1 -0.6695
N -2.63527 -21.24977 8.37487 -0.2 0.3 -0.6 1.0521
C -2.07354 -20.84997 9.71759 -0.2 0.0 0.0 -1.2207
C -1.60534 -20.97644 7.28549 1.1 0.3 0.4 -0.3891
C -0.27645 -21.72553 7.45150 -0.6 -0.3 -0.2 -1.6025
C -3.85896 -20.33114 8.04544 1.3 -1.3 -0.2 -0.4485
C -5.12920 -20.74648 8.71531 -0.3 0.4 0.3 -0.8565
O -4.90571 -21.00555 10.08198 -0.9 -0.1 -0.4 -0.3360
C -6.19258 -20.95950 10.76191 0.8 0.0 0.2 -1.0637
H -4.39371 -22.75858 6.68044 0.0 0.1 0.1 0.0448
H -3.78946 -24.31348 7.21269 0.1 -0.1 -0.1 0.4852
H -2.78348 -23.25171 6.20555 0.2 -0.1 0.2 0.2943
H -2.12325 -23.24037 8.77171 0.0 -0.2 -0.2 0.7650
H -3.76170 -22.79403 9.15569 -0.1 -0.2 -0.1 0.4603
H -2.76521 -21.18565 10.48336 0.3 -0.5 0.0 0.3786
H -2.05496 -19.76981 9.86917 0.0 0.1 -0.6 0.4096
H -1.05353 -21.21174 9.79482 -0.2 -0.3 0.3 0.3869
H -1.39922 -19.90705 7.34622 -0.2 0.1 -0.1 0.3198
H -1.98306 -21.16922 6.28480 -0.6 -0.1 0.3 0.4132
H 0.32341 -21.57517 6.55432 0.0 0.3 0.1 0.4378
H -0.43863 -22.80425 7.47181 0.0 0.0 0.2 0.3156
H 0.28693 -21.41626 8.32800 0.1 0.0 -0.1 0.3957
H -3.96139 -20.47699 6.97370 -0.1 0.7 -0.1 -0.3716
H -3.47449 -19.36343 8.35531 -0.4 0.3 -0.4 0.4961
H -5.62151 -21.56033 8.16770 0.3 -0.5 0.3 0.3687
H -5.86216 -19.93718 8.60456 0.2 0.4 0.0 0.6558
H -6.48539 -19.91350 10.85580 -0.4 -0.1 0.0 0.1588
H -6.04004 -21.37047 11.75429 -0.2 -0.1 -0.1 0.4126
H -6.91927 -21.55930 10.21460 -0.1 0.0 0.1 0.6029
C -3.15222 -12.35482 10.92690 1.1 -0.1 -0.5 0.7324
C -3.13024 -11.16550 11.88056 -0.1 -0.7 -0.5 -1.0596
N -2.47140 -9.94586 11.27196 0.6 -0.3 -0.3 0.4485
C -2.05405 -8.96320 12.36361 -2.1 -0.3 -0.6 -0.9499
C -1.20096 -10.22473 10.48958 0.3 -0.7 -0.7 -0.3622
C -0.09293 -10.96864 11.22728 -0.5 -0.9 -0.3 -1.3328
C -3.43812 -9.34142 10.24806 0.9 1.8 0.7 -1.1443
C -4.90369 -9.19700 10.63930 -0.1 0.4 0.3 0.3527
O -5.02945 -8.34693 11.77127 0.9 -0.1 0.1 -0.4979
C -6.33957 -8.36782 12.31036 0.1 -0.1 0.4 -0.0023
H -3.41528 -12.16046 9.88561 -0.7 0.3 0.2 -0.1911
H -3.73151 -13.18346 11.32822 -0.2 0.3 0.0 -0.3983
H -2.13270 -12.71416 10.76245 0.0 -0.2 0.3 -0.0816
H -2.61451 -11.48854 12.78250 0.2 0.4 0.1 0.3893
H -4.14351 -10.86540 12.13324 0.2 0.0 0.3 0.4242
H -1.38316 -9.48554 13.03344 0.1 0.2 0.0 0.4283
H -3.00871 -8.70148 12.82061 0.3 0.0 0.5 0.3511
H -1.68820 -8.04990 11.90278 0.5 -0.2 0.0 0.3253
H -0.81287 -9.30248 10.05321 -0.3 0.4 0.6 0.5423
H -1.47923 -10.75982 9.58136 -0.1 -0.5 0.3 0.2506
H 0.36150 -10.43680 12.05743 0.2 0.1 -0.2 0.3418
H 0.62400 -11.31526 10.48059 0.3 0.7 0.0 0.5007
H -0.41738 -11.96055 11.55401 -0.4 0.3 0.5 0.1849
H -3.25249 -9.76714 9.26560 -0.3 -0.5 0.2 0.2849
H -2.98132 -8.34907 10.19920 -0.5 0.3 -0.4 0.6749
H -5.37966 -10.16735 10.80734 -0.1 0.0 0.0 -0.0076
H -5.44948 -8.65054 9.86373 0.2 -0.5 -0.7 0.4037
H -7.06618 -8.03607 11.56011 -0.2 -0.4 -0.1 -0.1748
H -6.40938 -7.64930 13.12624 0.3 0.0 0.0 0.3236
H -6.48852 -9.36762 12.72728 -0.7 0.1 -0.3 0.1197
C -8.98045 -19.99385 2.86954 -0.2 -0.3 0.5 -1.6713
C -8.97148 -19.87615 4.38975 0.0 -1.0 -0.1 0.3244
N -9.21641 -21.20725 5.12711 -0.7 -0.1 0.2 0.7137
C -10.71642 -21.45977 5.20692 0.4 -0.2 0.3 -1.1458
C -8.65595 -22.44685 4.43290 0.0 0.1 0.0 -0.8436
C -7.14024 -22.57197 4.42409 -0.2 -0.2 0.5 -0.4202
C -8.65321 -21.12262 6.59575 -0.6 0.0 -1.3 0.0965
C -9.28403 -20.08221 7.51931 -0.1 0.2 -1.3 -0.6735
O -10.64475 -20.29904 7.75843 0.5 0.0 0.2 -0.4279
C -11.21052 -19.26612 8.55551 -0.5 0.0 1.6 -0.7195
H -8.21372 -20.65180 2.46351 0.1 0.1 0.2 0.2867
H -8.79986 -19.00312 2.45729 -0.2 0.0 0.0 0.4209
H -9.95139 -20.38967 2.56962 0.0 0.3 -0.3 0.4166
H -9.85120 -19.32067 4.70478 0.5 0.7 0.1 0.3630
H -8.01791 -19.50105 4.75537 -0.1 0.3 0.0 -0.0473
H -11.22748 -20.59517 5.61623 0.1 0.1 -0.2 0.3991
H -10.86400 -22.26274 5.92702 0.0 0.0 -0.1 0.4634
H -11.10296 -21.77164 4.23984 0.1 0.2 -0.1 0.4014
H -8.97494 -22.51330 3.39193 -0.3 0.7 0.1 0.4169
H -9.22895 -23.26031 4.87727 0.6 -0.2 0.5 0.6431
H -6.67539 -22.28679 5.36774 -0.1 -0.1 0.0 -0.3849
H -6.68770 -21.96168 3.64600 0.0 -0.1 0.0 0.2230
H -6.91309 -23.62708 4.27167 0.1 0.1 -0.2 0.4972
H -7.62306 -20.81248 6.42922 0.1 -0.3 0.3 -0.3456
H -8.75866 -22.14487 6.95370 0.2 0.0 0.2 0.4616
H -9.18188 -19.11984 7.00081 0.3 0.3 0.3 0.0659
H -8.65374 -20.07222 8.41450 -0.2 0.1 0.3 0.6828
H -12.14073 -19.65810 8.96479 -0.2 0.1 -0.5 0.2647
H -11.37854 -18.30349 8.06845 0.1 -0.2 -0.6 0.3201
H -10.65843 -19.05500 9.47856 0.5 -0.3 -0.2 0.2747
C -7.83633 -16.26303 5.15774 0.0 1.7 -0.4 -1.1084
C -6.97758 -16.31538 6.41424 -0.6 -0.4 -0.5 -0.1370
N -6.02973 -15.10784 6.61730 0.1 0.7 0.7 1.0762
C -5.39200 -14.66594 5.29821 -0.2 0.0 0.5 -0.7977
C -6.74116 -13.88538 7.25720 -0.9 -1.4 0.3 0.1675
C -5.87556 -12.75881 7.82852 0.1 -0.2 -1.1 -0.3377
C -4.97537 -15.60278 7.60172 1.1 -0.4 -1.2 0.2941
C -5.35842 -15.76702 9.07159 -1.5 1.4 -0.7 0.0471
O -6.62936 -16.35274 9.17640 -0.5 -1.6 -0.7 -0.0502
C -7.04539 -16.66527 10.49771 1.7 0.9 1.2 0.2621
H -7.23104 -16.08032 4.27158 -0.1 -0.5 -0.1 0.3317
H -8.50699 -15.39780 5.19999 0.2 0.2 0.2 0.1343
H -8.57057 -17.04374 4.96636 0.6 -0.6 0.4 0.1786
H -6.29125 -17.15825 6.42912 -0.1 -0.1 -0.3 0.0621
H -7.63086 -16.45278 7.27267 0.4 0.6 0.2 0.3624
H -4.98771 -15.50430 4.73580 -0.2 -0.2 0.2 0.1183
H -4.58474 -13.95581 5.47379 0.0 -0.1 0.4 0.1467
H -6.15937 -14.14497 4.72950 -0.1 -0.2 0.0 0.3237
H -7.35472 -14.42128 7.98287 0.1 0.6 0.5 0.6496
H -7.45762 -13.54279 6.52283 0.2 0.3 -0.3 -0.4012
H -6.46661 -11.84297 7.80984 -0.2 -0.1 0.1 -0.1522
H -5.06217 -12.58309 7.11974 0.2 0.1 0.2 0.2217
H -5.46354 -12.88784 8.82632 -0.1 -0.2 0.0 -0.2040
H -4.15331 -14.89600 7.57895 0.1 0.3 0.0 -0.5219
H -4.59958 -16.46686 7.05242 0.1 -0.4 0.6 0.6865
H -5.46805 -14.72478 9.38494 0.2 -0.1 0.7 -0.8218
H -4.59081 -16.20804 9.71055 0.2 -0.5 -0.4 0.4159
H -7.97613 -17.19476 10.68943 -0.3 0.2 -0.9 0.5436
H -6.98923 -15.70760 11.01601 -0.6 -0.2 0.5 -0.5514
H -6.27989 -17.29407 10.97429 0.1 -0.2 -0.1 -0.3177
O -8.67981 -21.20343 12.88108 -0.6 0.6 -0.4 -0.5162
C -8.84596 -19.88944 12.42615 -1.0 1.2 -1.1 0.6700
O -9.90436 -19.75757 11.73422 0.7 -0.2 0.3 -0.8017
O -8.01575 -19.00377 12.67852 0.9 -0.6 0.4 -0.5742
H -9.56485 -21.44214 12.51694 0.6 -0.9 0.5 0.3208
P -9.24288 -12.30357 4.44473 -1.7 0.9 -0.1 1.2699
F -10.39467 -11.29396 5.06614 0.1 -0.4 0.1 -0.3780
F -8.10974 -11.43033 5.24704 0.2 0.1 0.0 -0.3856
F -9.42564 -13.20404 5.78131 0.3 -0.5 0.2 -0.4155
F -8.04708 -13.24008 3.90279 -0.1 -0.1 -0.1 -0.3489
F -10.35575 -13.21558 3.70152 0.5 0.3 0.3 -0.3821
F -9.19680 -11.31068 3.19098 0.8 -0.4 -0.1 -0.3705
P -7.01253 -13.03008 12.63384 0.3 -0.5 1.1 2.2178
F -5.83552 -13.56939 11.59128 -0.8 0.0 -0.1 -0.8331
F -7.89716 -12.52862 11.35907 0.4 -0.2 0.6 -0.3863
F -7.75230 -14.45216 12.67546 0.3 0.2 -0.6 -0.4027
F -8.05645 -12.48389 13.72159 0.0 0.2 -0.4 -0.3933
F -6.00176 -13.55919 13.83395 -0.2 0.1 -0.1 -0.4588
F -6.25267 -11.59436 12.69341 0.2 0.3 -0.4 -0.3889
P -1.11358 -13.58351 7.32256 -1.3 -1.4 3.3 1.6318
F -2.40246 -13.66224 8.33930 -0.9 0.6 0.2 -0.4480
F -2.21854 -13.35139 6.15901 1.2 0.9 -0.6 -0.4463
F -0.91632 -12.03558 7.76345 -0.2 -0.3 -0.9 -0.3973
F 0.17622 -13.48957 6.36936 -0.8 -0.4 0.3 -0.2579
F -0.29360 -14.07213 8.68578 1.2 0.8 -1.0 -0.5158
F -1.35493 -15.18607 7.11511 0.7 -0.4 -1.3 -0.3907
P -4.62678 -19.23164 4.12468 0.1 1.4 -1.7 1.9250
F -5.59967 -19.89711 5.24149 0.4 0.0 0.4 -0.8535
F -3.25924 -19.65410 4.93796 -0.7 0.3 0.5 -0.3657
F -4.53003 -20.61506 3.34146 -0.7 -0.4 0.1 -0.4760
F -3.71481 -18.56520 2.97533 0.6 0.2 0.0 -0.2900
F -5.93129 -18.69804 3.30794 -0.3 -1.2 -0.1 -0.3655
F -4.69879 -17.77540 4.85166 0.7 -0.5 1.1 -0.4596